A 2-piece molecular cluster, C3H7N3 overall. Source: OMol25; level of theory: ωB97M-V/def2-TZVPD.

- Kohn-Sham gap (spin up / spin down) (eV) = 5.872 / 9.984
- E (Ha) = -282.571805
- relative energy (zero: lowest compared OMol25 entry of this formula, charge and spin) (kcal per mole) = 25.32
- multiplicity = 3

Atoms and positions in Å:
C (-2.82841, -0.46234, -0.22207)
C (1.95822, 1.63333, 0.09502)
C (0.37862, -0.12926, -0.28344)
N (-2.74731, -1.60650, -0.29451)
N (0.06091, -1.48233, 0.13755)
N (1.47850, 0.41501, 0.14877)
H (2.65814, 1.99163, 0.79251)
H (1.21061, 2.45840, -0.29933)
H (-2.94433, 0.54444, -0.11639)
H (-0.42366, 0.51550, -0.67279)
H (-0.73049, -1.45178, 0.68720)
H (-0.21465, -2.13389, -0.53671)
H (2.14386, -0.29220, 0.56419)

Atoms 1-3, force components in eV/Å:
C -0.139 -2.782 -0.182
C -2.067 5.910 -2.372
C -5.388 -2.510 -2.689

Mulliken charges, unit e, in atom order: C 0.0822; C -0.5385; C -0.1919; N -0.4274; N -0.6321; N -0.1083; H 0.2944; H 0.1747; H 0.3342; H 0.2026; H 0.2758; H 0.2694; H 0.2649